# 1
{"formula": "C16H19F3GeN2O4Pd", "method": "wB97M-V/def2-TZVPD", "multiplicity": 1, "homo_energy_ev": -7.92, "fmax_ev_per_a": 1.19, "e_tot_ev": -96216.06990, "species": ["Pd", "O", "C", "O", "C", "C", "C", "C", "C", "N", "H", "H", "H", "H", "F", "C", "F", "F", "C", "C", "C", "N", "C", "C", "H", "H", "H", "H", "O", "O", "C", "Ge", "C", "C", "C", "H", "H", "H", "H", "H", "H", "H", "H", "H", "H", "H"], "xyz": [[0.274, 0.528, -0.093], [0.417, 4.566, -0.013], [0.098, 3.400, -0.119], [0.891, 2.405, -0.324], [-1.355, 3.006, -0.039], [-2.323, 3.995, -0.094], [-3.654, 3.638, -0.026], [-3.966, 2.298, 0.125], [-2.941, 1.373, 0.181], [-1.646, 1.701, 0.085], [-1.990, 5.019, -0.186], [-4.433, 4.387, -0.075], [-4.990, 1.960, 0.201], [-3.175, 0.334, 0.321], [6.985, -0.181, 1.232], [6.468, -0.170, -0.002], [7.022, 0.853, -0.670], [6.849, -1.301, -0.616], [4.964, -0.052, 0.014], [4.282, -0.024, -1.192], [2.908, 0.079, -1.167], [2.229, 0.148, -0.016], [2.883, 0.118, 1.142], [4.262, 0.018, 1.200], [4.805, -0.079, -2.136], [2.325, 0.102, -2.074], [2.282, 0.167, 2.038], [4.765, -0.003, 2.155], [0.264, -1.427, -0.077], [-0.849, -2.339, -0.197], [-2.871, -4.603, -1.005], [-3.476, -3.043, -0.020], [-3.814, -3.502, 1.842], [-5.064, -2.259, -0.853], [-2.050, -1.671, -0.037], [-3.644, -5.373, -0.994], [-1.967, -5.001, -0.546], [-2.646, -4.348, -2.040], [-4.625, -4.225, 1.937], [-4.073, -2.615, 2.422], [-2.912, -3.941, 2.272], [-5.719, -3.038, -1.246], [-4.770, -1.614, -1.683], [-5.638, -1.666, -0.139], [-2.204, -0.945, -0.847], [-2.047, -1.141, 0.926]], "nbo_charge": [0.97, -0.61, 0.74, -0.73, 0.11, -0.21, -0.15, -0.25, 0.05, -0.47, 0.26, 0.22, 0.23, 0.21, -0.31, 0.97, -0.31, -0.31, -0.08, -0.21, 0.08, -0.38, 0.08, -0.21, 0.24, 0.23, 0.23, 0.25, -0.57, -0.32, -1.08, 1.59, -1.09, -1.09, -0.50, 0.23, 0.24, 0.23, 0.23, 0.23, 0.24, 0.23, 0.23, 0.23, 0.17, 0.17]}

---

# 2
{"formula": "C2H4N2S", "method": "wB97M-V/def2-TZVPD", "multiplicity": 1, "homo_energy_ev": -8.59, "fmax_ev_per_a": 3.30, "smiles": "C=NNC=S", "e_tot_ev": -15952.46730, "species": ["C", "N", "N", "C", "S", "H", "H", "H", "H"], "xyz": [[1.969, 0.148, -1.844], [1.518, -0.369, -0.809], [0.411, 0.162, -0.329], [-0.310, -0.361, 0.628], [-1.755, 0.133, 1.211], [1.418, 0.981, -2.310], [2.892, -0.163, -2.200], [0.206, 1.116, -0.613], [0.097, -1.335, 1.017]], "nbo_charge": [-0.11, -0.20, -0.41, -0.07, -0.13, 0.14, 0.19, 0.37, 0.21]}

---

# 3
{"formula": "C24H29N3O4S", "method": "wB97M-V/def2-TZVPD", "multiplicity": 1, "homo_energy_ev": -8.11, "fmax_ev_per_a": 1.11, "smiles": "CC(=O)N1c2ccc(S(=O)(=O)N3CCC(C(=O)Nc4cccc(C)c4)CC3)cc2C[C@@H]1C", "e_tot_ev": -48855.74036, "species": ["C", "C", "O", "N", "C", "C", "C", "C", "S", "O", "O", "N", "C", "C", "C", "C", "O", "N", "C", "C", "C", "C", "C", "C", "C", "C", "C", "C", "C", "C", "C", "C", "H", "H", "H", "H", "H", "H", "H", "H", "H", "H", "H", "H", "H", "H", "H", "H", "H", "H", "H", "H", "H", "H", "H", "H", "H", "H", "H", "H", "H"], "xyz": [[-7.532, -1.611, -0.434], [-6.453, -0.575, -0.215], [-6.714, 0.587, 0.004], [-5.164, -1.037, -0.242], [-4.042, -0.283, 0.098], [-3.938, 1.088, 0.287], [-2.697, 1.603, 0.630], [-1.606, 0.768, 0.777], [-0.040, 1.508, 1.190], [0.942, 0.455, 1.343], [-0.194, 2.425, 2.277], [0.258, 2.397, -0.200], [0.575, 1.551, -1.343], [1.753, 2.084, -2.153], [2.990, 2.408, -1.293], [3.852, 1.148, -1.123], [4.832, 0.998, -1.827], [3.416, 0.258, -0.204], [3.997, -0.964, 0.165], [3.337, -1.709, 1.141], [3.860, -2.920, 1.550], [5.035, -3.399, 0.998], [5.702, -2.664, 0.026], [6.987, -3.170, -0.557], [5.177, -1.448, -0.388], [2.602, 3.110, 0.022], [1.134, 3.535, 0.002], [-1.704, -0.604, 0.597], [-2.932, -1.122, 0.258], [-3.348, -2.546, 0.040], [-4.739, -2.393, -0.604], [-4.638, -2.514, -2.126], [-7.504, -2.357, 0.358], [-7.425, -2.112, -1.392], [-8.493, -1.104, -0.403], [-4.799, 1.724, 0.177], [-2.561, 2.659, 0.794], [-0.315, 1.496, -1.983], [0.790, 0.540, -0.984], [2.023, 1.348, -2.913], [1.439, 2.991, -2.673], [3.618, 3.079, -1.889], [2.570, 0.461, 0.324], [2.424, -1.325, 1.572], [3.347, -3.495, 2.308], [5.439, -4.346, 1.324], [7.245, -2.621, -1.459], [7.797, -3.047, 0.162], [6.912, -4.229, -0.796], [5.686, -0.870, -1.141], [2.747, 2.450, 0.879], [3.231, 3.987, 0.177], [0.942, 4.267, -0.786], [0.848, 3.968, 0.961], [-0.833, -1.225, 0.736], [-2.661, -3.091, -0.605], [-3.402, -3.070, 0.997], [-5.446, -3.128, -0.215], [-4.348, -3.525, -2.401], [-3.890, -1.818, -2.500], [-5.586, -2.285, -2.606]], "nbo_charge": [-0.71, 0.70, -0.60, -0.44, 0.17, -0.24, -0.15, -0.36, 2.33, -0.99, -0.93, -0.68, -0.24, -0.41, -0.30, 0.69, -0.62, -0.64, 0.15, -0.26, -0.19, -0.23, -0.01, -0.63, -0.21, -0.43, -0.23, -0.19, 0.03, -0.44, -0.02, -0.62, 0.23, 0.23, 0.25, 0.27, 0.24, 0.21, 0.21, 0.24, 0.21, 0.24, 0.43, 0.23, 0.21, 0.20, 0.22, 0.22, 0.21, 0.24, 0.22, 0.23, 0.20, 0.25, 0.24, 0.23, 0.23, 0.21, 0.22, 0.22, 0.21]}

---

# 4
{"formula": "C27H35ClNO6PS", "method": "wB97M-V/def2-TZVPD", "multiplicity": 1, "homo_energy_ev": -8.38, "fmax_ev_per_a": 8.19, "smiles": "CCC[C@H](C)c1c2c(cc(S)c1P(O)O)C(=O)c1cc(C[C@H](C)Cl)c(COC)cc1C2=O.CN(C)C=O", "e_tot_ev": -74965.46051, "species": ["C", "C", "C", "C", "C", "C", "C", "C", "C", "C", "S", "C", "P", "O", "O", "C", "O", "C", "C", "C", "C", "C", "C", "Cl", "C", "C", "O", "C", "C", "C", "C", "O", "H", "H", "H", "H", "H", "H", "H", "H", "H", "H", "H", "H", "H", "H", "H", "H", "H", "H", "H", "H", "H", "H", "H", "H", "H", "H", "H", "H", "C", "N", "C", "C", "O", "H", "H", "H", "H", "H", "H", "H"], "xyz": [[-6.646, -1.329, -1.499], [-5.590, -0.206, -2.055], [-4.896, -0.615, -3.522], [-3.610, 0.376, -3.726], [-3.971, 1.784, -4.555], [-2.239, -0.361, -4.270], [-1.096, -0.829, -3.141], [0.357, -1.535, -3.575], [0.678, -1.796, -5.153], [-0.453, -1.352, -6.275], [0.101, -1.690, -8.072], [-1.926, -0.661, -5.890], [-3.166, -0.234, -7.275], [-4.849, -0.393, -6.731], [-3.126, -1.426, -8.592], [1.475, -1.931, -2.397], [2.238, -3.017, -2.542], [1.516, -0.894, -1.104], [2.906, -0.503, -0.276], [2.912, 0.508, 1.057], [4.249, 0.896, 1.922], [5.094, 2.183, 1.359], [4.258, 3.604, 1.346], [5.881, 1.766, -0.285], [1.438, 1.125, 1.534], [1.264, 2.100, 2.860], [1.476, 1.236, 4.047], [0.363, 0.295, 4.243], [0.036, 0.787, 0.686], [0.070, -0.209, -0.616], [-1.270, -0.652, -1.509], [-2.382, -0.878, -0.808], [-6.155, -2.366, -1.235], [-7.065, -0.905, -0.464], [-7.608, -1.431, -2.191], [-6.158, 0.810, -2.260], [-4.804, -0.009, -1.214], [-5.770, -0.463, -4.303], [-4.590, -1.764, -3.419], [-3.351, 0.781, -2.632], [-3.917, 2.724, -3.827], [-3.148, 1.949, -5.373], [-5.053, 1.679, -5.041], [1.716, -2.282, -5.452], [-0.556, -0.737, -8.902], [-5.359, -0.912, -7.448], [-2.913, -2.312, -8.158], [3.934, -0.967, -0.616], [3.912, 1.052, 3.057], [4.992, -0.037, 1.872], [5.998, 2.350, 2.120], [4.044, 3.868, 2.481], [4.859, 4.469, 0.813], [3.217, 3.374, 0.834], [2.047, 2.968, 2.924], [0.158, 2.482, 2.914], [-0.699, 0.784, 4.199], [0.366, -0.604, 3.457], [0.461, -0.236, 5.306], [-1.001, 1.240, 1.033], [4.436, -0.562, 8.917], [3.318, -0.914, 8.066], [3.551, -1.786, 6.933], [2.043, -0.446, 8.298], [1.057, -0.703, 7.619], [5.194, -0.053, 8.315], [4.859, -1.477, 9.342], [4.120, 0.098, 9.729], [3.263, -1.263, 6.016], [2.929, -2.680, 7.039], [4.604, -2.074, 6.877], [1.978, 0.209, 9.184]], "mulliken_charge": [-1.03, -0.25, -0.46, 0.50, -1.03, -0.42, 0.18, 0.18, -0.81, 0.11, -0.22, 0.31, 0.33, -0.45, -0.50, 0.22, -0.52, 0.25, -0.70, 0.54, -0.90, 0.05, -0.78, -0.21, 0.68, -0.65, -0.26, -0.43, -0.69, 0.34, -0.01, -0.52, 0.28, 0.31, 0.27, 0.25, 0.17, 0.25, 0.30, 0.26, 0.28, 0.30, 0.26, 0.28, 0.20, 0.31, 0.34, 0.28, 0.26, 0.38, 0.34, 0.22, 0.34, 0.16, -0.01, 0.35, 0.24, 0.22, 0.14, 0.19, -0.92, 0.12, -0.79, 0.08, -0.58, 0.33, 0.33, 0.29, 0.15, 0.29, 0.37, 0.30]}